Record 1
This record from the OMol25 dataset describes an isolated molecule of C7H5N. The level of theory is ωB97M-V/def2-TZVPD.

Structure (XYZ):
```
13
Properties=species:S:1:pos:R:3:forces:R:3:lowdin_charge:R:1
C 2.34650 -1.47177 0.23606 3.4 -3.5 0.6 0.13
C 1.54934 -0.64133 0.05182 -2.7 2.9 -0.9 -0.13
C 0.70015 0.50143 -0.11980 0.2 2.3 0.3 -0.26
C 1.26747 1.73829 -0.30980 0.6 -2.5 0.5 0.11
C -0.78085 0.41603 0.07080 -0.5 0.7 0.1 -0.25
C -1.58760 1.47759 0.32181 -0.1 -1.7 -0.4 0.10
C -1.45586 -0.86016 -0.09918 -1.6 -2.6 -0.3 -0.18
N -2.08064 -1.85525 -0.20785 2.0 2.9 0.3 0.16
H 3.12687 -2.21867 0.35537 -0.7 0.5 0.0 0.05
H 0.79610 2.67163 -0.15689 -0.9 0.6 -0.4 0.05
H 2.34068 1.80928 -0.44802 -0.1 -0.2 0.1 0.08
H -1.27708 2.48108 0.52907 0.3 0.2 0.0 0.07
H -2.65693 1.28308 0.26508 0.2 0.2 0.3 0.08
```
Forces are in eV/Å.

Summary:
* ΔE to the lowest compared entry with this formula, charge and spin: 47.8 kcal per mole
* LUMO level: -0.5408 eV
* total charge: 0
* Kohn-Sham gap: 8.787 eV
* SMILES string: C#CC(=C)C(=C)C#N


Record 2
This record from the OMol25 dataset describes C7H5N3O2S as an isolated structure. The level of theory is ωB97M-V/def2-TZVPD.

Structure (XYZ):
```
18
Properties=species:S:1:pos:R:3:forces:R:3:lowdin_charge:R:1
C -0.90605 -1.47091 -0.11398 1.3 2.4 0.6 -0.02
C 1.00769 -0.43805 -1.12341 -0.7 -1.6 0.0 0.04
C -0.40103 -2.65727 -0.47203 0.8 -1.4 0.8 -0.13
C 1.47188 -1.77750 -1.35749 -1.2 2.3 -0.2 -0.11
C -0.18677 -0.30560 -0.41053 1.6 -0.7 -1.5 -0.20
C 0.42727 2.53004 2.05439 0.6 -2.0 0.7 -0.86
C -0.69453 0.99412 0.01317 -0.9 0.0 3.1 -0.54
N 0.78809 -2.83804 -1.04303 -0.1 -0.8 -0.4 0.08
N 0.63333 2.82015 0.57671 -0.4 0.8 0.0 0.14
N 0.03024 2.12249 -0.20307 1.5 1.1 -1.6 0.05
O 0.95361 3.22969 2.86014 -0.1 0.9 -0.4 0.03
O -1.99809 1.12039 -0.16785 -2.2 2.2 -0.7 0.06
S -0.31671 0.99519 2.32718 -0.6 0.0 -1.3 0.85
H -1.47482 -1.33091 0.74700 -2.1 -0.4 0.8 0.10
H 1.51577 0.38414 -1.57698 0.4 0.5 0.2 0.10
H -0.82345 -3.53379 -0.03613 -0.5 -0.7 -0.2 0.11
H 2.36300 -1.93089 -1.90157 1.1 -0.1 -0.3 0.10
H -2.38943 2.08676 -0.17249 1.6 -2.6 0.3 0.21
```
Forces are in eV/Å.

Summary:
* ΔE to the lowest compared entry with this formula, charge and spin: 41.2 kcal per mole
* LUMO level: -1.1450 eV
* total charge: 0
* Kohn-Sham gap: 8.221 eV


Record 3
This record from the OMol25 dataset describes C7H5NO as an isolated structure. The level of theory is ωB97M-V/def2-TZVPD.

Structure (XYZ):
```
14
Properties=species:S:1:pos:R:3:forces:R:3:lowdin_charge:R:1
C -1.74057 -0.56391 -2.35034 2.9 1.2 -0.7 0.06
C -0.25672 -0.18677 -2.29155 -3.9 0.1 0.7 0.04
C 0.46720 0.19690 -1.16215 1.6 0.3 -1.3 -0.12
C 0.65648 -1.14252 -0.77771 1.5 -0.6 0.6 -0.09
C -0.05989 -1.70528 -1.82546 -0.4 0.8 -0.8 0.01
C 0.84716 0.74449 0.17751 -3.1 0.6 1.6 -0.08
C 0.90401 -0.73491 0.66360 -2.3 0.2 -0.9 -0.07
N -1.46351 -1.81612 -1.97625 0.0 -2.4 0.3 -0.27
O -2.21769 -2.77676 -1.72288 -0.3 0.2 0.2 -0.03
H -2.75856 -0.20643 -2.42969 0.3 0.3 0.0 0.12
H 1.80565 1.18645 0.32908 0.5 0.7 -0.3 0.10
H -0.01823 1.28085 0.72185 1.6 -0.3 -0.9 0.14
H 0.04246 -1.08839 1.18046 -1.0 0.2 0.8 0.11
H 1.66797 -0.84417 1.33878 2.6 -1.2 0.8 0.08
```
Forces are in eV/Å.

Summary:
* ΔE to the lowest compared entry with this formula, charge and spin: 245.7 kcal per mole
* LUMO level (alpha / beta): -1.0051 / -1.0377 eV
* total charge: 0
* Kohn-Sham gap (alpha / beta): 7.354 / 7.340 eV


Record 4
This record from the OMol25 dataset describes an isolated molecule of C7H5NO. The level of theory is ωB97M-V/def2-TZVPD.

Structure (XYZ):
```
14
Properties=species:S:1:pos:R:3:forces:R:3:lowdin_charge:R:1
C -1.65507 0.63192 0.07800 -1.8 -1.6 0.7 -0.09
C -1.64003 -0.81944 0.02993 -4.3 -0.4 -0.7 -0.11
C -0.54992 -1.56919 -0.02932 2.3 -2.0 -0.3 -0.03
C 0.70793 -0.84887 0.04741 0.3 -1.0 -0.6 -0.26
N 1.94600 -1.31973 0.03931 -0.2 0.0 0.5 0.13
O 2.74843 -0.18390 0.06137 0.5 -0.5 -0.6 -0.02
C 2.01951 0.90415 -0.07313 0.4 1.8 1.4 -0.05
C 0.70559 0.54419 -0.02757 0.2 0.7 -0.4 -0.20
C -0.50021 1.25320 -0.03915 0.3 2.8 0.0 -0.07
H -2.64397 1.10229 0.27819 1.1 -0.1 -0.6 0.12
H -2.72355 -1.26946 -0.12926 2.5 0.6 0.6 0.14
H -0.44745 -2.68664 -0.21692 -0.7 1.6 0.5 0.14
H 2.51302 1.92254 0.10099 -0.6 -1.9 -0.7 0.17
H -0.48028 2.33894 -0.11983 0.1 -0.1 0.2 0.12
```
Forces are in eV/Å.

Summary:
* ΔE to the lowest compared entry with this formula, charge and spin: 42.8 kcal per mole
* LUMO level: 0.2334 eV
* total charge: 0
* Kohn-Sham gap: 8.956 eV
* SMILES string: c1ccc2nocc2c1


Record 5
This record from the OMol25 dataset describes an isolated molecule of C7H5NO3. The level of theory is ωB97M-V/def2-TZVPD.

Structure (XYZ):
```
16
Properties=species:S:1:pos:R:3:forces:R:3:lowdin_charge:R:1
O -3.52113 -0.62817 0.38565 -3.8 -8.1 3.6 0.14
C -2.95221 0.19143 -0.14809 10.6 -1.6 1.0 -0.19
C -1.33829 0.16330 -0.01715 -4.0 -4.4 -1.5 -0.10
C -0.78126 -1.20249 -0.06534 -1.7 1.6 -0.7 -0.02
C 0.55418 -1.24382 -0.12237 7.1 -2.2 1.5 -0.03
C 1.42013 -0.10445 0.00480 -7.4 2.0 -0.6 -0.18
N 2.77118 -0.24658 0.08201 3.5 7.5 0.1 -0.37
O 3.32267 -1.26488 0.12661 1.4 -3.8 0.1 0.12
O 3.42305 0.90228 0.12384 -1.7 -3.3 -0.1 -0.01
C 0.72416 1.18765 0.01817 6.8 1.2 0.0 0.03
C -0.63312 1.28363 0.04733 1.3 1.1 0.0 -0.09
H -3.56124 0.86721 -0.26766 -4.9 9.2 -3.3 0.04
H -1.35298 -2.15300 -0.21095 0.1 1.4 0.4 0.14
H 1.44757 -2.20191 -0.03099 -3.7 2.1 -0.6 0.20
H 1.54296 2.19776 -0.04038 -3.0 -3.2 0.4 0.20
H -1.06566 2.25203 0.11453 -0.5 0.6 -0.2 0.12
```
Forces are in eV/Å.

Summary:
* ΔE to the lowest compared entry with this formula, charge and spin: 186.8 kcal per mole
* LUMO level: -1.4048 eV
* total charge: 0
* Kohn-Sham gap: 8.531 eV
* SMILES string: O=Cc1ccc([N+](=O)[O-])cc1


Record 6
This record from the OMol25 dataset describes an isolated molecule of C7H5NO4. The level of theory is ωB97M-V/def2-TZVPD.

Structure (XYZ):
```
17
Properties=species:S:1:pos:R:3:forces:R:3:lowdin_charge:R:1
O 0.92185 3.13559 -0.73127 -0.3 -0.5 0.2 0.15
C 0.51947 2.17466 -0.16382 0.6 -0.9 1.0 -0.36
C -0.71282 1.21417 -0.15303 -0.6 1.9 -1.4 -0.01
C 0.13158 0.28056 0.68300 0.8 -0.5 -0.1 -0.28
C 0.75848 -0.91779 -0.07813 -1.9 -0.8 -0.9 -0.03
C 2.19336 -0.55930 -0.02928 -0.5 1.7 1.0 -0.18
O 3.39062 -1.07051 -0.40448 -0.4 -1.1 -0.6 0.20
C 4.29346 -0.13400 -0.07706 4.5 -1.5 -0.4 -0.55
O 5.48383 -0.28942 -0.19720 -1.2 0.1 -0.2 0.16
O 3.76994 0.93003 0.48329 -2.5 1.7 0.9 0.22
C 2.41106 0.63880 0.51647 -2.0 -0.1 -0.3 -0.11
N 1.15402 1.32138 0.88039 2.7 1.2 -1.1 0.10
H -1.53449 1.76937 0.39082 0.5 -1.0 -0.9 0.14
H -0.90796 0.93590 -1.25564 -0.3 0.2 2.0 0.15
H -0.17027 -0.01361 1.64688 -1.1 -0.4 1.0 0.13
H 0.23888 -0.76724 -1.08642 1.2 -1.3 0.8 0.13
H 0.44971 -1.89539 0.41944 0.5 1.2 -0.9 0.15
```
Forces are in eV/Å.

Summary:
* ΔE to the lowest compared entry with this formula, charge and spin: 67.7 kcal per mole
* LUMO level: 0.4951 eV
* total charge: 0
* Kohn-Sham gap: 9.443 eV
* SMILES string: O=C1C[C@H]2Cc3oc(=O)oc3N12


Record 7
This record from the OMol25 dataset describes an isolated ion of composition C7H5O6 and charge -1. The level of theory is ωB97M-V/def2-TZVPD.

Structure (XYZ):
```
18
Properties=species:S:1:pos:R:3:forces:R:3:lowdin_charge:R:1
O -0.93951 1.15336 2.30361 1.9 1.6 2.1 0.22
C -1.65628 0.56673 1.66032 -2.0 -1.6 -1.9 -0.23
C -2.55645 -0.16249 1.02558 -2.0 -1.7 1.7 -0.01
C -2.76217 -0.37073 -0.39936 0.1 -0.4 0.1 -0.53
O -3.62371 -1.17064 -0.72188 0.3 0.5 -0.8 0.04
O -1.95394 0.24829 -1.27639 -0.3 0.1 0.3 0.07
C -1.08630 1.28376 -0.68432 -0.1 0.0 -0.1 -0.51
O -1.60948 2.33491 -0.30196 -0.6 0.6 -0.1 0.00
C 0.20884 0.91637 -0.56775 -0.5 -1.2 -1.0 -0.32
O 1.14693 1.77050 -0.04736 1.9 -0.1 -0.8 0.01
C 0.70121 -0.46667 -0.95416 2.3 -0.4 0.5 -0.10
C 0.97719 -1.06930 0.39886 -0.5 0.4 1.0 -0.29
O 0.15883 -1.81977 0.86627 0.1 -1.0 0.7 0.01
H -3.29740 -0.85661 1.64798 2.0 1.8 -1.1 0.17
H 0.92982 2.35506 0.67041 -1.2 -0.1 0.3 0.09
H 0.01543 -1.15450 -1.46114 -0.2 0.7 0.2 0.12
H 1.68418 -0.57450 -1.49325 -0.7 1.0 -0.1 0.11
H 1.80579 -0.68024 1.11116 -0.7 -0.3 -1.3 0.14
```
Forces are in eV/Å.

Summary:
* LUMO level: 3.5571 eV
* total charge: -1
* Kohn-Sham gap: 6.684 eV
* SMILES string: O=C=CC(=O)O/C([O-])=C(/O)CC=O


Record 8
This record from the OMol25 dataset describes an isolated molecule of C7H6. The level of theory is ωB97M-V/def2-TZVPD.

Structure (XYZ):
```
13
Properties=species:S:1:pos:R:3:forces:R:3:lowdin_charge:R:1
C 2.98760 0.37753 -0.03406 3.3 1.9 -1.1 0.07
C 1.94201 -0.17989 0.27860 -5.2 -3.7 2.7 -0.24
C -0.46845 -1.06168 -0.00870 2.7 1.6 -1.4 -0.15
C -1.16820 0.36712 0.15047 -1.4 -0.6 0.5 -0.19
C 0.92551 -1.00798 0.72062 -0.3 1.8 -4.1 0.00
C -0.62581 1.53689 -0.62756 0.1 -0.6 -0.8 -0.27
C -0.33121 2.41964 -1.51799 -0.5 -1.1 1.3 0.14
H -1.07398 -1.91680 0.29741 0.0 0.5 0.4 0.10
H -0.21329 -1.24769 -1.16147 -0.6 0.6 2.4 0.17
H -2.16422 0.10182 -0.22508 -0.1 0.7 0.0 0.10
H -1.34063 0.70258 1.23265 0.5 -0.8 -1.4 0.14
H 1.04312 -1.80599 1.37591 0.8 -0.9 1.7 0.08
H 0.48755 1.71445 -0.48081 0.7 0.5 -0.2 0.05
```
Forces are in eV/Å.

Summary:
* ΔE to the lowest compared entry with this formula, charge and spin: 158.3 kcal per mole
* LUMO level: -2.0660 eV
* total charge: 0
* Kohn-Sham gap: 8.204 eV